Record 1
{"formula": "C56H44BrN5NaO4PS2", "method": "ωB97M-V/def2-TZVPD", "total_charge": -2, "total_energy_ev": -179850.656, "homo_energy_ev": -1.06, "orbital_gap_ev": 4.7, "symbols": ["Br", "S", "S", "P", "Na", "O", "O", "O", "O", "N", "N", "N", "N", "N", "C", "C", "C", "C", "C", "C", "C", "C", "C", "C", "C", "C", "C", "C", "C", "C", "C", "C", "C", "C", "C", "C", "C", "C", "C", "C", "C", "C", "C", "C", "C", "C", "C", "C", "C", "C", "C", "C", "C", "C", "C", "C", "C", "C", "C", "C", "C", "C", "C", "C", "C", "C", "C", "C", "C", "C", "H", "H", "H", "H", "H", "H", "H", "H", "H", "H", "H", "H", "H", "H", "H", "H", "H", "H", "H", "H", "H", "H", "H", "H", "H", "H", "H", "H", "H", "H", "H", "H", "H", "H", "H", "H", "H", "H", "H", "H", "H", "H", "H", "H"], "coordinates": [[-1.53, -6.48, -3.00], [-3.43, 1.37, -0.39], [1.76, -1.13, 3.16], [3.55, 1.29, -0.17], [-0.40, 0.26, 0.24], [-3.99, 2.60, -0.94], [-0.89, -1.68, 0.51], [2.14, 0.94, -0.34], [-3.21, 0.33, -1.37], [-0.85, 2.42, 2.14], [-0.37, -0.29, -2.02], [-0.13, 2.40, -1.26], [2.16, -2.59, 0.54], [-2.15, 1.52, 0.52], [3.06, 4.09, 2.70], [-2.94, 3.51, 1.67], [5.48, 3.92, -2.70], [2.45, -5.33, 0.21], [-5.83, 1.36, 1.06], [-0.97, -5.11, -0.55], [-1.08, -1.30, -2.38], [-1.99, 2.48, 1.43], [-1.15, -2.54, -1.68], [0.75, 2.95, -3.43], [-0.62, 3.36, 3.04], [2.42, -2.15, -1.81], [-0.85, -4.01, 0.25], [0.89, 1.23, -5.11], [2.15, -5.62, 2.64], [-4.27, -0.41, 1.50], [1.85, -5.05, 3.86], [4.43, -0.92, 1.18], [-1.46, 4.42, 3.30], [2.35, -3.11, -0.66], [0.99, 4.26, -2.98], [-2.66, 4.48, 2.59], [2.84, 3.17, 1.69], [5.05, 3.46, -3.93], [3.89, 2.38, 1.25], [-6.30, -0.24, 2.80], [5.07, 3.29, -1.54], [6.58, -1.48, -0.47], [-6.66, 0.89, 2.06], [5.15, 2.49, 1.83], [-1.39, -3.69, -2.45], [3.79, 1.73, -2.85], [0.66, 4.61, -1.70], [1.83, -2.81, 2.90], [5.35, 3.40, 2.85], [-1.27, -4.93, -1.90], [5.24, -2.00, 1.45], [5.77, -0.40, -0.75], [4.69, -0.12, 0.08], [0.40, 0.30, -4.20], [0.08, 3.62, -0.88], [-4.64, 0.71, 0.78], [0.20, 2.02, -2.50], [4.22, 2.19, -1.61], [2.23, -4.80, 1.50], [1.68, -3.68, 3.98], [2.49, -4.49, -0.86], [4.21, 2.36, -4.01], [1.06, 2.54, -4.74], [-7.17, -0.71, 3.92], [4.31, 4.21, 3.28], [2.07, -3.39, 1.61], [6.32, -2.28, 0.63], [0.01, 0.66, -2.90], [-0.94, -2.66, -0.25], [-5.11, -0.89, 2.50], [-3.33, -0.89, 1.27], [6.95, -3.13, 0.83], [5.41, 3.65, -0.57], [2.25, 4.72, 3.04], [-0.24, 3.86, 0.12], [1.14, 0.91, -6.12], [-0.63, -4.13, 1.30], [3.47, -1.87, -2.00], [2.31, -6.69, 2.54], [-6.90, -0.20, 4.85], [7.42, -1.71, -1.12], [3.56, -0.70, 1.80], [3.88, 1.99, -4.97], [-3.37, 5.29, 2.77], [6.13, 4.78, -2.64], [-1.19, 5.18, 4.02], [3.12, 0.89, -2.88], [-1.63, -1.26, -3.33], [6.33, 3.48, 3.31], [5.03, -2.63, 2.31], [-0.84, -6.11, -0.15], [5.96, 0.23, -1.62], [0.86, 5.60, -1.32], [1.43, 4.97, -3.67], [-8.22, -0.50, 3.73], [1.87, -1.26, -1.55], [0.33, -0.74, -4.49], [-4.82, -1.76, 3.06], [2.57, -6.40, 0.10], [4.49, 4.93, 4.06], [5.36, 3.96, -4.84], [0.31, 3.24, 3.59], [2.01, -2.60, -2.71], [-7.58, 1.41, 2.29], [5.96, 1.86, 1.48], [-6.08, 2.24, 0.48], [1.86, 3.03, 1.25], [-3.84, 3.52, 1.08], [1.43, -3.24, 4.94], [1.75, -5.68, 4.74], [-1.60, -3.58, -3.51], [1.45, 3.28, -5.43], [-7.05, -1.78, 4.08], [2.64, -4.89, -1.86]], "mulliken_charge": [-0.323, 1.452, -0.506, 1.379, 0.642, -0.825, -0.558, 0.856, -0.771, 0.067, 2.042, 1.050, 1.337, 0.281, -0.547, -0.932, -0.619, -1.023, -0.261, -0.423, -1.683, 0.392, 0.810, 1.443, -0.456, -0.842, -0.588, -0.908, -0.991, -0.600, -0.616, 0.239, -0.835, 0.333, -1.032, -0.624, -0.157, -0.769, -0.105, 1.221, -0.662, -0.679, -0.799, -0.517, -0.714, -0.222, -1.226, 0.548, -0.679, -0.217, -0.333, -0.766, 0.271, -0.681, -0.174, -0.398, -0.794, 0.418, 1.464, -0.674, -1.058, -0.628, -0.829, -1.513, -0.671, -1.024, -0.710, -0.138, 0.258, -1.206, 0.764, 0.369, 0.341, 0.561, 0.147, 0.381, 0.398, 0.340, 0.326, 0.274, 0.349, -0.269, 0.513, 0.383, 0.386, 0.392, 0.170, 0.472, 0.390, 0.462, 0.451, 0.386, 0.467, 0.344, 0.378, -0.760, 0.456, 0.387, 0.344, 0.378, 0.351, 0.669, 0.676, 0.324, 0.442, 0.488, 0.065, 0.415, 0.425, 0.307, 0.428, 0.340, 0.370, 0.523]}

***

Record 2
{"formula": "C17H22BrCl4FN2", "method": "ωB97M-V/def2-TZVPD", "total_charge": 2, "total_energy_ev": -143798.738, "relative_energy_kj_mol": 0.0, "homo_energy_ev": -13.47, "orbital_gap_ev": 6.0, "symbols": ["Br", "Cl", "Cl", "Cl", "Cl", "F", "N", "N", "C", "C", "C", "C", "C", "C", "C", "C", "C", "C", "C", "C", "C", "C", "C", "C", "C", "H", "H", "H", "H", "H", "H", "H", "H", "H", "H", "H", "H", "H", "H", "H", "H", "H", "H", "H", "H", "H", "H"], "coordinates": [[-4.55, -1.29, 0.42], [-9.43, -0.33, 2.49], [1.71, -4.02, -2.15], [3.83, -2.01, -0.54], [-6.77, 1.55, 3.53], [7.50, 0.75, 0.02], [-0.65, 1.67, -0.87], [6.18, 0.91, -0.08], [-4.03, 0.17, -0.73], [2.05, 1.36, -0.45], [1.47, 2.62, -0.43], [5.46, 0.77, 1.03], [4.32, 1.37, -1.39], [3.52, 1.21, -0.26], [-7.73, -0.82, 2.55], [0.11, 2.74, -0.65], [4.09, 0.91, 0.96], [-0.09, 0.44, -0.89], [3.95, -3.81, -0.62], [-2.94, 1.03, -0.08], [-2.11, 1.78, -1.13], [1.26, 0.25, -0.68], [3.46, -4.31, -1.95], [5.69, 1.20, -1.28], [-6.99, -0.22, 3.72], [6.35, 1.30, -2.12], [-3.73, -0.27, -1.68], [-7.51, -0.39, 4.66], [-6.00, -0.65, 3.79], [3.36, -4.20, 0.20], [-2.27, 1.33, -2.10], [-7.71, -1.91, 2.63], [-2.38, 2.82, -1.22], [-3.42, 1.74, 0.59], [3.86, 1.60, -2.34], [3.48, 0.79, 1.84], [5.99, 0.53, 1.94], [2.07, 3.50, -0.25], [-7.27, -0.53, 1.61], [3.63, -5.38, -2.02], [4.99, -4.07, -0.47], [3.97, -3.82, -2.78], [1.64, -0.75, -0.71], [-0.36, 3.71, -0.64], [-2.33, 0.39, 0.54], [-4.92, 0.75, -0.91], [-0.74, -0.40, -1.08]], "mulliken_charge": [-0.144, -0.169, -0.159, -0.037, -0.189, -0.165, 0.126, 0.361, -0.680, 0.735, -0.544, -0.427, -0.304, 0.316, -0.241, -0.269, -0.235, -0.643, -0.640, -0.614, -0.971, -0.498, -0.427, -0.516, -0.397, 0.483, 0.392, 0.358, 0.257, 0.342, 0.460, 0.300, 0.399, 0.393, 0.566, 0.527, 0.492, 0.534, 0.084, 0.344, 0.352, 0.310, 0.296, 0.414, 0.470, 0.408, 0.552]}

***

Record 3
{"formula": "C14H54N20O13", "method": "ωB97M-V/def2-TZVPD", "total_energy_ev": -71806.867, "homo_energy_ev": -6.86, "orbital_gap_ev": 6.5, "symbols": ["O", "O", "O", "O", "O", "O", "O", "O", "O", "O", "O", "O", "O", "N", "N", "N", "N", "N", "N", "N", "N", "N", "N", "N", "N", "N", "N", "N", "N", "N", "N", "N", "N", "C", "C", "C", "C", "C", "C", "C", "C", "C", "C", "C", "C", "C", "C", "H", "H", "H", "H", "H", "H", "H", "H", "H", "H", "H", "H", "H", "H", "H", "H", "H", "H", "H", "H", "H", "H", "H", "H", "H", "H", "H", "H", "H", "H", "H", "H", "H", "H", "H", "H", "H", "H", "H", "H", "H", "H", "H", "H", "H", "H", "H", "H", "H", "H", "H", "H", "H", "H"], "coordinates": [[-1.66, 4.49, -0.08], [-0.08, 0.38, -1.07], [2.32, -0.46, -3.38], [1.84, 2.61, -0.43], [-1.99, -3.02, 2.85], [-2.90, -2.42, -0.37], [4.25, -3.73, 1.83], [-0.31, 0.60, -4.71], [-0.63, -0.39, 4.00], [2.63, 2.32, 2.63], [-3.33, -0.03, -4.81], [-3.44, 0.72, 0.01], [-0.20, -3.67, -1.46], [4.57, 3.38, 1.79], [-0.37, -1.22, 0.59], [-4.23, 0.96, 2.28], [1.78, -0.53, 3.46], [0.56, -3.38, -3.75], [0.36, 2.31, -3.32], [3.27, 4.52, -0.72], [-0.39, -1.74, -2.85], [-3.76, -4.42, 3.21], [0.50, -2.17, 2.95], [0.15, 2.76, -5.41], [-2.92, -1.44, -2.95], [-2.64, 0.75, -2.73], [1.38, 0.05, 0.73], [4.19, -1.35, 1.90], [-2.42, -0.14, 2.02], [2.47, -2.42, 1.13], [-4.21, -2.63, 2.05], [1.16, 4.83, -0.21], [4.87, 1.67, 3.04], [4.00, 2.45, 2.43], [-0.02, 1.91, -4.44], [-3.05, -0.25, -3.45], [2.91, -0.82, -2.18], [-3.35, -3.32, 2.68], [-2.97, -3.71, -0.80], [2.11, 3.98, -0.44], [3.67, -2.52, 1.58], [-0.08, -2.99, -2.66], [-3.34, 0.55, 1.39], [-0.88, 2.74, 1.49], [-1.21, 3.16, 0.03], [0.49, -0.96, 3.45], [0.30, -0.23, 0.08], [1.33, -2.60, 2.55], [3.89, -1.19, -2.38], [4.17, 4.03, -1.00], [-4.79, -4.72, 3.31], [-3.49, -2.05, -3.59], [-1.46, -1.53, -3.02], [-0.88, 1.62, 1.68], [4.44, 1.05, 3.79], [-5.24, -2.83, 2.01], [-0.27, -2.76, 3.17], [0.15, 1.67, -2.54], [-1.57, -0.47, 1.53], [1.99, -3.35, 0.96], [1.29, 5.85, -0.10], [3.28, 0.09, -1.71], [-3.17, -1.61, -1.97], [-2.36, 0.82, -1.75], [-3.98, -1.63, 1.80], [2.63, -1.03, 3.03], [0.59, 3.34, -3.23], [1.68, 1.03, 0.41], [-0.15, -1.68, 1.57], [1.92, 0.42, 3.85], [0.31, 3.80, -5.40], [-2.26, 4.53, -0.88], [3.84, -0.52, 1.60], [5.90, 1.80, 3.29], [-2.10, 2.55, -0.05], [-1.13, -1.75, 0.11], [-3.39, -2.57, 0.47], [-2.76, 1.70, -3.18], [-0.02, -4.10, -4.33], [5.22, -1.27, 2.08], [-3.03, -3.62, -1.84], [-2.39, -0.24, 3.00], [-3.06, -5.08, 3.67], [2.03, -1.56, 0.76], [0.03, 3.17, 1.86], [-3.91, -4.04, -0.36], [5.57, 3.47, 1.62], [-2.19, -4.39, -0.47], [1.36, -4.02, -3.44], [-0.26, 2.48, -6.36], [-4.09, 0.87, 3.23], [-4.96, 1.41, 1.78], [2.28, -1.54, -1.49], [3.41, 5.57, -0.66], [0.25, 4.52, 0.07], [1.51, -0.12, 1.76], [-1.50, 3.19, 2.30], [-0.46, 2.76, -0.69], [3.98, 4.04, 1.33], [2.66, 0.46, -3.63], [-0.31, -1.19, -1.93]], "mulliken_charge": [-0.742, 1.661, -0.521, -0.294, -0.659, -0.857, -0.775, -0.568, -0.771, -0.565, -0.819, -0.760, -0.680, -0.398, 1.142, -0.325, -0.404, -0.416, 0.221, -0.435, 0.241, -0.465, -0.355, -0.433, -0.125, 0.301, 1.393, -0.258, 0.436, -0.250, -0.391, -0.216, -0.366, 0.459, 0.410, -0.130, -0.297, 0.522, -1.048, -0.081, 0.297, 0.043, 0.503, -0.394, -0.396, 0.751, -1.119, 0.209, 0.633, 0.313, 0.196, 0.311, 0.400, -0.031, 0.291, 0.220, 0.448, -0.699, -0.543, 0.276, 0.206, -0.037, 0.285, -0.407, 0.115, 0.375, 0.178, -0.141, -0.324, 0.233, 0.186, 0.387, 0.045, 0.219, 0.737, -0.487, 0.413, 0.253, 0.315, 0.283, 0.483, 0.256, 0.294, 0.067, 0.264, 0.512, 0.191, 0.053, 0.371, 0.325, 0.124, 0.318, -0.159, 0.160, 0.079, -0.258, 0.378, -0.007, 0.263, 0.304, -0.944]}